A structure of composition C10H30CrO5S5, computed with ωB97M-V with the def2-TZVPD basis set.

Total charge ... +2
HOMO energy (spin up / spin down) ... -12.872 / -14.625 eV
Relative energy (zero: lowest compared OMol25 entry of this formula, charge and spin) ... 38.17 kcal/mol
Electronic energy ... -3809.94600 hartree
Spin multiplicity ... 5
Largest force on an atom ... 4.81 eV/Å
⟨S²⟩ ... 6.01
Frontier orbital gap (spin up / spin down) ... 8.501 / 10.166 eV
LUMO (spin up / spin down) ... -4.37 / -4.46 eV

Last column: Mulliken spin population.
Cartesian coordinates (Å):
H: -0.1199 -9.0204 -16.1189  -0.001
H: -0.8001 -9.2526 -11.3233  0.000
O: -1.2900 -13.8686 -13.5346  -0.007
S: 0.6345 -10.5831 -14.3919  0.003
C: -4.5020 -12.2850 -16.9130  0.002
O: -2.5013 -12.4417 -15.3926  -0.060
H: -5.7163 -14.4224 -14.3583  0.000
H: -5.1324 -12.5057 -16.0997  0.002
O: -0.8113 -10.9572 -13.8791  0.063
H: -6.2603 -12.5339 -12.1029  0.000
O: -2.0030 -11.5538 -11.6067  0.001
H: -4.4470 -11.2251 -17.0787  0.000
H: 1.3993 -10.0341 -16.5280  0.000
H: -0.0539 -10.7788 -16.5631  0.001
C: -5.6705 -13.1378 -11.2694  0.006
H: -0.7912 -12.3298 -9.3899  -0.001
C: 0.3032 -15.1736 -11.9912  0.001
H: 2.0105 -12.2064 -15.4946  0.000
S: -2.8672 -12.9138 -16.8021  -0.012
S: -0.9517 -15.3304 -13.2543  0.032
H: -0.1536 -10.1370 -9.8325  0.000
C: -3.2646 -14.5615 -16.6815  0.004
C: -0.9650 -9.5687 -10.2637  0.004
H: -2.3997 -12.3598 -8.5562  0.000
H: 1.2147 -12.8558 -13.9244  0.002
C: 0.4744 -10.0007 -16.0570  0.003
H: -1.1786 -8.7129 -9.5450  0.000
H: -5.1734 -12.4303 -10.6250  0.001
C: 1.1293 -12.1945 -14.8640  0.004
C: -0.1592 -16.0609 -14.6514  0.005
H: 0.3816 -12.7200 -15.5035  0.002
H: 0.1310 -14.2957 -11.4358  0.001
H: 0.3874 -15.2873 -15.2450  -0.001
H: -2.2765 -15.0992 -16.5442  0.000
H: -4.9049 -15.7795 -13.5671  0.000
C: -5.5102 -14.8716 -13.3564  0.002
H: -0.9763 -16.5159 -15.3192  0.000
C: -1.6354 -11.7928 -8.9689  0.004
H: -3.8343 -14.7988 -15.8916  -0.001
S: -4.5270 -14.2981 -11.9713  -0.008
Cr: -2.2941 -12.0727 -13.4743  3.920
H: 1.3894 -15.2517 -12.2107  0.000
O: -3.4315 -13.3866 -12.5643  0.030
H: 0.6614 -16.8836 -14.3025  0.002
H: -4.9747 -12.6019 -17.8234  0.000
H: -1.3387 -11.2177 -8.1196  0.000
H: -6.3760 -13.6990 -10.6238  0.001
H: -3.7421 -15.0036 -17.5748  0.000
S: -2.3134 -10.7579 -10.3431  -0.004
H: 0.1368 -16.1281 -11.3860  0.001
H: -6.4365 -15.2101 -12.9878  0.000

Atomic forces in eV per Å
H 1.3 -1.4 0.1
H 0.0 -0.1 1.1
O 2.0 -2.3 -0.9
S -2.7 -1.3 0.8
C -0.1 0.8 -1.9
O 0.0 -0.5 -2.1
H 0.6 0.8 1.3
H -0.4 -0.5 1.3
O 3.2 2.7 -1.0
H 1.3 -1.4 1.7
O 0.3 0.7 1.9
H 0.2 0.7 0.4
H 2.0 0.7 -0.6
H -0.9 -0.4 -0.3
C -2.4 0.9 -1.0
H -0.1 -0.2 0.0
C 1.3 -3.6 0.4
H 0.6 0.2 0.4
S -0.2 2.3 1.3
S -0.8 1.6 1.0
H 0.6 0.1 -0.4
C 3.0 -2.7 -2.6
C -0.3 1.1 0.1
H -1.4 -1.7 0.2
H 0.2 1.2 -1.4
C -2.8 1.3 0.4
H 0.0 -1.0 -1.1
H 0.5 0.1 0.1
C 0.3 -2.7 0.5
C 1.8 -1.6 -1.2
H -0.1 0.9 0.6
H -0.6 0.9 0.6
H -0.4 -0.5 0.5
H -1.1 0.5 -0.2
H -0.6 0.2 -0.3
C 1.4 -1.7 -1.1
H 1.4 0.4 1.2
C 0.2 1.0 -1.3
H -2.2 -0.5 3.1
S 0.8 2.7 -1.6
Cr -0.8 0.0 0.3
H -0.7 0.3 -0.7
O -2.6 -2.0 1.1
H -2.2 1.8 -0.8
H -0.2 -0.6 -0.6
H 0.5 1.0 0.2
H 0.2 0.3 -0.5
H 0.3 0.6 0.1
S 0.6 -0.4 0.4
H 0.1 1.4 -0.2
H -1.2 -0.5 0.7



A structure of composition C59H88NOP2PbSSi, computed with ωB97M-V with the def2-TZVPD basis set.

Total charge ... 0
HOMO energy (spin up / spin down) ... -6.264 / -6.588 eV
Relative energy (zero: lowest compared OMol25 entry of this formula, charge and spin) ... 0.00 kcal/mol
Electronic energy ... -3994.19527 hartree
Spin multiplicity ... 2
Largest force on an atom ... 0.54 eV/Å
⟨S²⟩ ... 0.77
Frontier orbital gap (spin up / spin down) ... 6.868 / 5.602 eV
LUMO (spin up / spin down) ... 0.60 / -0.99 eV

Last column: Mulliken spin population.
Cartesian coordinates (Å):
H: 4.3141 0.9683 -1.1051  0.003
C: 0.1700 1.0462 -3.2462  -0.007
H: -1.2975 0.4509 -4.7014  0.001
C: 3.6002 0.8698 -1.9321  0.006
C: -0.2911 2.2031 -5.3572  0.000
H: 2.4556 -0.7019 -2.8217  -0.001
H: 4.3607 -1.4031 -4.3058  0.000
O: 1.8883 1.2570 1.7625  0.002
C: -5.4171 -0.0035 0.2937  0.008
H: 1.4573 -3.2271 -5.6043  0.000
C: 0.4018 -3.1265 -1.8749  -0.013
H: -6.3489 1.4766 2.3552  -0.002
H: -4.1096 3.9465 4.3508  0.000
C: -1.7420 -4.4009 -0.3424  0.003
C: 1.7312 -0.0576 5.6123  -0.002
H: -2.9315 -0.6584 -1.5803  0.002
H: -4.8227 -1.9299 2.0016  -0.001
H: 1.4941 -5.4718 0.1854  0.000
C: -4.7327 0.2066 1.6560  0.069
H: -1.7668 3.9398 2.3782  0.005
C: -2.9753 2.1030 4.1334  0.019
H: -3.4274 5.5084 0.7732  -0.003
C: -3.3426 1.8538 0.3284  0.002
H: 3.3914 -5.2313 1.4878  0.000
H: 1.6387 -1.6314 0.8332  0.000
H: -3.7699 -6.1413 0.4917  0.000
C: 1.1843 -3.1939 -4.5559  0.000
H: -3.3816 5.9612 -0.9429  0.001
H: -2.1095 -4.4374 0.6912  0.001
H: 4.1029 2.4775 0.9503  -0.001
H: -0.9151 5.6632 -1.0030  -0.002
H: -1.6585 2.8502 -2.1455  0.005
H: -2.7482 -6.5401 -2.3499  0.000
C: -3.8979 -6.1063 -0.5945  0.000
H: -0.6854 -5.7708 -1.6389  0.000
C: 0.6644 3.1624 -5.0604  0.000
C: 0.8089 -0.0414 3.3684  0.000
H: 2.1317 3.8124 -3.6682  0.000
H: -3.9316 0.1758 4.5904  0.000
C: 5.2707 4.1864 0.3171  0.000
C: -4.1794 -4.6681 -1.0485  0.000
C: -4.1425 2.9184 4.7193  0.022
C: 1.9883 -2.6560 0.9856  0.002
C: -1.3837 -5.8229 -0.8054  0.000
H: -4.0716 2.9390 5.8115  0.001
C: -3.7095 1.3392 1.5679  0.135
H: 5.4142 2.7759 -1.2896  0.000
C: 1.0989 -4.2225 -2.3927  0.000
P: -0.4335 -3.0577 -0.2441  0.000
C: -3.4672 5.1217 -0.2472  0.050
C: -2.3396 3.1393 1.9331  0.058
H: -2.5429 -3.9088 -2.2703  0.000
H: -0.8618 2.2618 -6.2767  0.000
H: 3.4243 1.9676 3.4954  0.000
H: 2.4239 -6.1365 2.6409  0.000
H: 1.8459 4.2557 -1.5669  0.000
H: -6.2249 -0.7293 0.4100  0.000
H: 2.6043 -1.8612 2.9152  0.000
H: -6.6206 -0.2561 2.5992  0.001
H: 0.0542 -1.2276 4.9638  -0.001
C: 4.3046 -1.5447 -2.1641  0.000
H: 2.5966 -2.9218 0.1135  0.000
C: 2.4779 -5.1959 2.0904  0.000
C: -0.5259 1.1747 -4.4597  0.003
H: 5.9016 -1.8792 -3.5956  0.000
H: 2.6532 5.1178 0.4664  0.001
H: 2.0155 -5.1262 -4.1085  0.000
H: -0.7995 2.3155 4.1385  0.001
C: 2.6979 1.2795 3.9010  -0.003
C: -3.0184 2.1562 2.6013  0.150
H: -4.7474 -6.7482 -0.8349  0.000
H: -3.4095 3.1441 -2.1257  0.001
H: 0.4243 -5.6613 1.5632  0.000
H: 1.3388 -5.0637 -1.7559  0.000
H: 3.8925 -2.6515 2.0182  0.000
H: -2.4841 -7.6799 -1.0424  0.000
H: 4.0396 3.8470 2.0571  0.000
H: 1.6680 -3.9366 3.6430  0.000
H: -0.8901 -6.3661 -0.0001  0.000
C: 2.8327 -2.7200 2.2768  -0.001
H: 5.2506 5.2743 0.4465  0.000
C: 5.4773 0.2428 -3.4817  0.000
C: -2.6286 -6.6205 -1.2647  0.000
C: 5.0389 -1.2214 -3.4648  0.000
H: -4.4401 4.6461 -0.3917  0.000
H: -2.1938 0.0836 4.2856  -0.002
H: -4.8288 -4.1708 -0.3230  0.000
C: 5.2715 3.8527 -1.1733  0.000
H: 0.8503 3.9847 -5.7404  0.000
C: -2.9850 0.6889 4.7304  0.005
H: -2.6787 0.6379 -2.7471  -0.001
H: -2.8086 0.7550 5.8071  0.000
C: 2.5887 -4.0183 3.0563  0.001
Si: -0.4719 -0.3152 -2.0117  0.000
C: 2.7510 4.0322 0.3452  -0.001
H: -5.5364 0.6223 3.6663  0.000
H: 2.5725 -0.8400 -1.0694  0.002
H: -3.2975 -1.3779 1.2777  -0.010
S: -0.3523 -0.5766 2.2237  0.024
H: -3.7047 1.5065 -0.6273  0.000
C: -0.9898 4.8203 -0.3110  0.018
H: -3.5941 -1.1228 2.9914  -0.009
C: 1.1609 2.0192 -2.9740  0.011
Pb: -0.1672 1.2338 0.2408  0.005
H: 1.7048 -0.4159 6.6334  0.000
C: 3.9623 4.2922 -1.8296  0.002
C: 4.2886 1.1870 -3.2631  0.001
H: 0.2240 -3.3491 1.9533  0.002
H: -5.1118 2.4983 4.4502  -0.003
H: -4.7219 -4.6887 -1.9974  0.000
C: 0.1909 -1.9941 -2.6852  0.023
C: -2.5304 2.9962 0.5060  0.258
C: 1.3819 3.0615 -3.8814  0.002
H: -1.6624 3.8333 4.4506  0.001
C: 2.7055 3.7124 -1.1622  -0.006
C: -2.4326 3.5942 -1.9348  0.000
H: 6.1078 4.3434 -1.6763  0.000
H: -2.3011 4.4221 -2.6355  -0.001
H: 4.9952 -1.4537 -1.3177  0.000
C: 1.4903 -4.2604 -3.7220  0.001
H: 6.1881 3.8229 0.7857  0.000
C: -2.3323 -0.3529 -2.4402  0.010
C: -4.0699 -1.1348 2.0132  0.044
C: 0.5596 -2.0710 -4.0339  0.002
H: 3.9848 4.0905 -2.9000  0.000
C: -2.8777 -3.8630 -1.2281  0.001
H: -0.1602 4.1404 -0.5122  0.009
C: 1.2446 -5.0622 1.1643  0.001
H: -1.5736 2.6040 5.7073  -0.001
C: 0.7852 -3.6025 1.0475  0.000
H: 4.6376 2.2153 -3.3175  -0.001
N: 1.7917 0.8321 3.0019  0.005
H: 3.4308 1.2627 5.8891  0.000
C: 3.1314 -0.5850 -1.9726  0.009
H: -0.8747 5.2035 0.7057  0.003
C: 0.8119 -0.5048 4.6937  0.001
C: -1.6710 2.7569 4.6295  0.001
H: 3.8887 5.3817 -1.7242  0.000
P: 2.1518 1.9372 -1.4259  0.037
H: 3.4010 -4.1863 3.7663  0.000
H: -2.5351 -1.0619 -3.2500  0.000
C: -2.3337 4.1074 -0.4968  0.003
H: 0.4024 -1.2172 -4.6831  0.000
H: 6.2158 0.4068 -2.6882  0.000
H: -5.8469 0.9260 -0.0848  0.001
H: 1.9092 3.5654 0.8569  0.001
C: 4.0511 3.5709 0.9995  0.001
H: -3.0557 -2.8118 -1.0049  0.001
C: -5.8685 0.5361 2.6375  0.031
H: 3.5635 1.0463 -4.0712  0.000
H: -4.7263 -0.4007 -0.4521  -0.001
C: 2.6927 0.8677 5.2066  0.003
H: 3.9350 -2.5735 -2.1805  0.000
H: 5.9647 0.4824 -4.4307  0.000

Atomic forces in eV per Å
H 0.0 0.0 0.0
C 0.0 0.0 0.0
H 0.0 0.0 0.0
C -0.1 0.1 0.1
C -0.1 -0.1 0.0
H -0.1 0.0 0.0
H 0.0 0.0 0.0
O 0.0 -0.1 -0.1
C 0.0 0.0 0.0
H 0.0 0.0 0.0
C -0.1 0.1 0.0
H 0.0 0.0 0.0
H 0.0 0.0 0.0
C 0.1 0.2 -0.2
C 0.0 0.0 0.0
H 0.1 0.0 0.0
H 0.0 0.0 0.0
H 0.0 0.0 0.0
C 0.0 -0.1 0.0
H 0.0 -0.1 0.0
C 0.0 0.0 0.1
H 0.0 0.0 0.0
C -0.1 0.0 0.0
H 0.0 0.0 0.0
H 0.1 -0.1 -0.1
H 0.0 0.0 0.0
C 0.0 0.0 0.0
H 0.0 0.0 0.0
H 0.0 0.0 0.0
H 0.0 0.0 0.0
H 0.0 0.0 0.0
H 0.0 0.0 0.0
H 0.0 0.0 0.0
C 0.0 0.0 -0.1
H 0.1 0.0 0.0
C 0.0 0.0 0.0
C -0.1 0.1 -0.1
H -0.1 0.0 0.0
H 0.0 0.0 0.0
C 0.0 -0.1 0.0
C 0.1 0.0 0.0
C 0.0 0.0 0.0
C 0.1 0.0 0.0
C -0.2 0.0 0.0
H 0.0 0.0 0.0
C -0.1 -0.1 -0.4
H 0.0 0.0 0.0
C 0.0 0.0 0.0
P -0.1 -0.1 0.1
C 0.0 0.0 0.0
C -0.1 0.0 -0.2
H 0.0 0.0 0.0
H 0.0 0.0 0.0
H -0.1 0.0 -0.1
H 0.0 0.0 0.0
H 0.0 0.0 0.0
H 0.0 0.0 0.0
H 0.0 -0.1 0.0
H 0.0 0.0 0.0
H 0.0 0.0 0.0
C -0.1 0.0 -0.1
H 0.0 0.0 0.0
C -0.1 0.1 0.0
C 0.0 0.0 0.0
H 0.0 0.0 0.0
H 0.0 0.0 0.0
H 0.0 0.0 0.0
H 0.0 0.0 0.0
C 0.1 0.0 0.0
C 0.2 0.2 0.2
H 0.0 0.0 0.0
H 0.1 0.0 0.0
H 0.0 0.0 0.0
H -0.1 0.0 0.0
H 0.0 0.0 0.0
H 0.0 0.0 -0.1
H 0.0 -0.1 0.0
H 0.0 0.0 0.0
H 0.0 0.0 0.0
C -0.1 -0.1 0.0
H 0.0 0.0 0.0
C -0.1 -0.1 -0.1
C 0.0 0.0 0.1
C 0.0 0.1 0.1
H 0.0 0.0 0.0
H 0.0 0.0 0.0
H 0.0 0.0 0.0
C -0.1 0.1 0.1
H 0.0 0.0 0.0
C 0.0 0.1 -0.1
H 0.0 0.0 0.0
H 0.0 0.0 0.0
C 0.0 0.0 -0.1
Si -0.1 -0.1 -0.3
C 0.1 -0.1 0.0
H 0.0 0.0 0.0
H 0.0 0.0 0.0
H 0.0 0.0 0.0
S -0.3 -0.1 0.2
H 0.0 0.0 0.1
C 0.0 0.0 0.1
H 0.0 0.0 0.0
C 0.0 -0.1 0.0
Pb 0.2 0.1 0.2
H 0.0 0.0 0.0
C 0.0 -0.1 0.0
C 0.1 -0.1 0.1
H 0.0 0.0 0.1
H 0.0 0.0 0.0
H 0.0 0.0 0.0
C 0.1 0.1 0.0
C -0.4 0.3 0.2
C 0.0 0.0 0.0
H 0.0 0.0 0.0
C -0.1 0.0 0.2
C 0.0 0.0 0.1
H 0.0 0.0 0.0
H 0.0 0.0 0.0
H 0.0 0.0 0.0
C 0.0 0.0 0.0
H 0.0 0.0 0.0
C 0.0 0.0 0.1
C 0.1 0.0 0.1
C 0.2 0.0 0.0
H 0.0 0.0 0.0
C 0.0 -0.1 0.1
H 0.0 0.0 0.0
C 0.1 0.1 0.1
H 0.0 0.0 0.0
C -0.1 0.0 -0.1
H 0.0 0.1 0.0
N -0.1 -0.1 0.1
H 0.0 0.0 0.0
C 0.1 -0.1 0.1
H 0.0 0.0 0.0
C 0.0 0.1 0.1
C 0.0 0.0 0.0
H 0.0 0.0 0.0
P 0.2 -0.1 -0.4
H 0.0 0.0 0.0
H 0.0 0.1 0.0
C 0.1 0.0 -0.1
H 0.0 0.0 0.0
H 0.0 0.0 0.0
H 0.0 0.0 0.0
H 0.0 0.0 0.0
C 0.0 0.1 -0.1
H 0.0 0.0 0.0
C 0.1 0.0 0.0
H 0.0 0.0 0.0
H 0.0 0.1 0.0
C 0.0 0.0 0.0
H 0.0 0.0 0.0
H 0.0 0.0 0.0



spin multiplicity of number 2 (C59H88NOP2PbSSi)?
2